Computed, not measured: H20KrO10 as an isolated structure, with ωB97M-V/def2-TZVPD.

Each line ends with the Mulliken charge.
Element x y z (Å)
1 Kr -0.203 -0.317 0.094  0.0120
2 O 2.766 -1.293 -1.894  -0.6689
3 H 2.476 -2.195 -1.756  0.3733
4 H 3.335 -1.339 -2.663  0.2983
5 O -0.651 -4.207 0.322  -0.6498
6 H -1.404 -3.908 -0.188  0.3105
7 H -0.808 -3.867 1.203  0.3100
8 O -1.367 2.321 2.144  -0.8067
9 H -2.314 2.253 2.021  0.3406
10 H -1.260 2.989 2.821  0.3388
11 O -1.192 0.439 4.279  -0.6224
12 H -1.714 0.774 5.009  0.3063
13 H -1.411 1.012 3.544  0.3787
14 O 1.403 -3.697 -1.850  -0.6830
15 H 0.792 -3.895 -1.140  0.3424
16 H 0.844 -3.551 -2.614  0.3274
17 O 0.720 -0.029 -3.308  -0.6580
18 H 1.300 -0.491 -2.703  0.3414
19 H 0.473 0.770 -2.841  0.4253
20 O -3.990 -0.840 -0.995  -0.6012
21 H -4.618 -0.876 -0.273  0.3106
22 H -3.500 -1.660 -0.928  0.2903
23 O -0.124 2.229 -1.989  -0.6720
24 H -0.104 2.355 -1.040  0.3169
25 H 0.247 3.037 -2.345  0.2885
26 O 0.583 3.519 0.573  -0.6690
27 H 1.313 2.991 0.896  0.3908
28 H -0.185 3.165 1.020  0.3675
29 O 2.769 1.815 1.515  -0.6766
30 H 2.732 1.238 2.279  0.3128
31 H 3.093 1.256 0.809  0.3251

HOMO level ... -0.358 Ha
Energy above the lowest of the compared OMol25 structures with the same formula, charge and spin ... 0.5993 eV
Kohn-Sham gap ... 9.549 eV
Net charge ... 0
Calculated total energy ... -3518.005003 hartree
LUMO level ... -0.182 eV

***

Computed, not measured: one molecule with the formula C3H5NO3, with ωB97M-V/def2-TZVPD.

Each line ends with the Mulliken charge.
Element x y z (Å)
1 N -1.530 -0.803 0.206  -0.4263
2 C -0.551 -0.319 1.022  0.5637
3 O -0.237 -0.816 2.086  -0.5806
4 C 0.130 0.966 0.530  -0.4515
5 O 1.396 0.683 -0.090  -0.2926
6 C 1.381 0.014 -1.241  0.2088
7 O 0.402 -0.365 -1.835  -0.5114
8 H -1.450 -0.581 -0.778  0.2846
9 H -1.841 -1.740 0.423  0.2529
10 H -0.500 1.549 -0.149  0.3307
11 H 0.387 1.560 1.407  0.2547
12 H 2.413 -0.147 -1.581  0.3669

HOMO level ... -0.370 Ha
Energy above the lowest of the compared OMol25 structures with the same formula, charge and spin ... 0.7250 eV
Kohn-Sham gap ... 10.882 eV
Net charge ... 0
Calculated total energy ... -397.810049 hartree
LUMO level ... 0.812 eV

***

Computed, not measured: one molecule with the formula C5H11N3O3 in a non-equilibrium geometry, with ωB97M-V/def2-TZVPD.

Each line ends with the Mulliken charge.
Element x y z (Å)
1 O 0.626 -0.446 2.622  -0.5212
2 C -0.490 -0.677 1.892  -0.8788
3 C -0.535 0.184 0.560  0.1513
4 C -0.181 1.593 0.722  -0.7088
5 C 1.168 1.686 -0.043  -0.5529
6 C 1.417 0.393 -0.844  -0.6514
7 N 0.426 -0.510 -0.338  -0.2621
8 N -0.464 -0.842 -1.701  -0.1965
9 O -0.011 -2.145 -1.981  -0.3051
10 N -1.289 -1.952 -1.371  0.2931
11 O -2.287 -2.074 -2.215  -0.4071
12 H 1.370 -0.719 2.024  0.3360
13 H -0.643 -1.738 1.454  0.3498
14 H -1.269 -0.359 2.539  0.4243
15 H -1.473 -0.035 0.156  0.5774
16 H 0.063 1.918 1.677  0.3448
17 H -0.979 2.108 0.207  0.3200
18 H 1.130 2.602 -0.591  0.3668
19 H 1.947 1.838 0.712  0.2798
20 H 1.252 0.520 -1.931  0.3319
21 H 2.409 -0.018 -0.729  0.3431
22 H -2.188 -1.328 -2.818  0.3656

HOMO level ... -0.345 Ha
Energy above the lowest of the compared OMol25 structures with the same formula, charge and spin ... 7.5931 eV
Kohn-Sham gap ... 10.278 eV
Net charge ... 0
Calculated total energy ... -586.822751 hartree
LUMO level ... 0.876 eV

***

Computed, not measured: C37H39Br2N7RuSbSi as an isolated structure in a non-equilibrium geometry, with ωB97M-V/def2-TZVPD.

Each line ends with the Mulliken charge.
Element x y z (Å)
1 Ru 0.073 -0.160 0.160  1.0448
2 C 2.302 1.843 -2.001  -1.5084
3 C 2.824 0.793 -1.077  0.3895
4 C 4.184 0.566 -0.901  -0.8069
5 C 4.618 -0.474 -0.093  -1.0542
6 C 3.700 -1.334 0.499  -0.9924
7 C 2.360 -1.018 0.343  -0.6127
8 N 1.993 0.005 -0.383  1.6882
9 Sb 1.324 -2.689 2.079  1.1547
10 C 0.150 -3.564 0.507  0.3530
11 C 0.638 -4.830 0.190  -0.7606
12 C -0.093 -5.619 -0.679  -0.9673
13 C -1.306 -5.134 -1.119  -0.5442
14 C -1.752 -3.869 -0.725  0.5880
15 C -3.147 -3.483 -1.106  -1.0547
16 N -0.985 -3.067 0.034  0.5203
17 C 0.113 -1.180 3.095  -1.0937
18 C 0.221 -1.247 4.478  -0.8214
19 C -0.332 -0.233 5.247  -0.9097
20 C -0.990 0.791 4.588  -0.9656
21 C -1.082 0.788 3.197  0.5949
22 C -1.833 1.907 2.546  -1.3920
23 N -0.513 -0.190 2.475  1.9066
24 H 2.842 1.796 -2.946  0.6283
25 H 1.242 1.692 -2.181  -0.1577
26 H 2.456 2.841 -1.586  0.3075
27 H 4.890 1.205 -1.412  0.5992
28 H 5.677 -0.622 0.070  0.4739
29 H 4.021 -2.188 1.077  0.5523
30 H 1.559 -5.184 0.637  0.4680
31 H 0.245 -6.608 -0.956  0.4657
32 H -1.943 -5.747 -1.740  0.4324
33 H -3.674 -4.355 -1.486  0.5395
34 H -3.691 -3.109 -0.243  0.1631
35 H -3.160 -2.724 -1.884  0.0045
36 H 0.728 -2.085 4.939  0.5730
37 H -0.252 -0.239 6.325  0.4623
38 H -1.454 1.599 5.136  0.5774
39 H -2.821 1.995 2.995  0.5881
40 H -1.314 2.848 2.730  0.4197
41 H -1.930 1.755 1.478  -0.1645
42 Br -0.664 6.973 -0.628  -0.0807
43 C -0.395 5.125 -0.390  -0.7080
44 C -1.065 4.200 -1.168  -0.9830
45 C -0.813 2.866 -0.932  -0.3523
46 N 0.025 2.400 -0.004  1.4064
47 C 0.682 3.305 0.761  0.5338
48 C 0.484 4.672 0.577  -1.0107
49 C 1.627 2.869 1.823  0.8839
50 C 2.358 3.809 2.549  -0.8691
51 C 3.234 3.387 3.533  -0.7890
52 Br 4.220 4.647 4.530  -0.0930
53 C 3.380 2.031 3.761  -0.9089
54 C 2.619 1.176 2.990  -0.4175
55 N 1.757 1.563 2.057  0.8350
56 H -1.758 4.517 -1.933  0.5801
57 H -1.323 2.127 -1.538  0.0973
58 H 0.999 5.396 1.187  0.5265
59 H 2.267 4.869 2.373  0.5831
60 H 4.065 1.653 4.506  0.5074
61 H 2.728 0.110 3.131  0.2351
62 C -3.764 -0.330 1.444  -1.8381
63 C -3.354 -0.003 0.041  0.5624
64 C -4.306 0.404 -0.886  -1.0016
65 C -3.949 0.566 -2.219  -1.1733
66 C -2.661 0.275 -2.619  -0.3458
67 C -1.737 -0.125 -1.643  -0.2848
68 N -2.083 -0.195 -0.331  1.1131
69 N -0.441 -0.453 -1.828  0.8260
70 Si 0.227 -1.213 -3.277  -0.1720
71 C 0.548 0.070 -4.631  -1.1554
72 C -1.005 -2.455 -3.991  -1.0283
73 C 1.784 -2.117 -2.703  -0.7173
74 H -4.542 -1.095 1.423  0.5657
75 H -4.191 0.540 1.941  0.4504
76 H -2.920 -0.707 2.015  -0.0083
77 H -5.320 0.578 -0.555  0.5717
78 H -4.682 0.892 -2.944  0.5134
79 H -2.345 0.361 -3.648  0.5449
80 H -0.367 0.581 -4.933  0.3572
81 H 0.926 -0.454 -5.511  0.4467
82 H 1.282 0.828 -4.365  0.2416
83 H -1.987 -2.024 -4.180  0.3467
84 H -1.133 -3.334 -3.361  0.2558
85 H -0.616 -2.801 -4.950  0.4915
86 H 2.672 -1.484 -2.731  0.2199
87 H 1.976 -2.964 -3.363  0.6563
88 H 1.675 -2.508 -1.690  -0.1036

HOMO level (alpha / beta) ... -0.475 / -0.476 Ha
2S+1 ... 2
Kohn-Sham gap (alpha / beta) ... 5.939 / 6.283 eV
Net charge ... +2
Calculated total energy ... -7588.785757 hartree
LUMO level (alpha / beta) ... -6.994 / -6.680 eV

***

Computed, not measured: C6H12NO as an isolated structure in a non-equilibrium geometry, with ωB97M-V/def2-TZVPD.

Each line ends with the Mulliken charge.
Element x y z (Å)
1 C 1.966 -0.716 -0.327  -0.4302
2 C 1.543 0.603 -0.787  -0.5881
3 C 0.925 -1.466 -0.114  -0.5325
4 C 0.195 0.614 -0.652  0.2169
5 C -1.091 -0.568 0.968  -0.8182
6 C -1.189 -0.990 -1.415  -0.9541
7 N -0.312 -0.614 -0.320  0.5783
8 O -0.595 1.614 -0.975  -0.5052
9 H 2.859 -1.206 -0.367  0.5530
10 H 2.118 1.486 -0.912  0.4293
11 H 0.797 -2.479 0.301  0.4409
12 H 0.739 2.564 2.269  0.2755
13 H 0.758 1.771 2.123  -0.2677
14 H -1.617 0.353 1.255  0.2989
15 H -1.748 -1.514 1.077  0.3140
16 H -0.266 -0.706 1.714  0.4168
17 H -1.543 -2.004 -1.348  0.3615
18 H -1.964 -0.258 -1.409  0.4517
19 H -0.732 -0.964 -2.461  0.3298
20 H -0.223 2.532 -0.823  0.4293

HOMO level ... -0.488 Ha
Energy above the lowest of the compared OMol25 structures with the same formula, charge and spin ... 2.9819 eV
Kohn-Sham gap ... 9.820 eV
Net charge ... +1
Calculated total energy ... -365.439780 hartree
LUMO level ... -3.466 eV

***

Computed, not measured: a 6-piece molecular cluster, C5H23O6 overall in a non-equilibrium geometry, with ωB97M-V/def2-TZVPD.

Each line ends with the Mulliken charge.
Element x y z (Å)
1 O 0.253 0.342 0.322  -0.1001
2 H 0.764 0.387 -0.551  0.5231
3 H -0.189 -0.406 0.484  0.3853
4 H -0.506 0.889 0.135  0.3275
5 C -3.083 2.156 0.718  -0.9972
6 O -1.810 1.923 1.301  -0.5142
7 H -3.252 3.124 0.746  0.5291
8 H -4.017 1.714 1.166  0.2293
9 H -2.904 2.089 -0.192  0.4380
10 H -1.556 2.705 1.812  0.2786
11 C 3.132 -2.540 1.282  -0.6153
12 O 1.755 -1.894 1.366  -0.4125
13 H 2.979 -3.447 1.885  0.2528
14 H 3.764 -1.909 1.692  0.3350
15 H 3.294 -2.531 0.262  0.2136
16 H 1.503 -1.933 2.333  0.2630
17 C -1.194 -3.002 0.494  -0.7413
18 O -1.610 -1.629 0.123  -0.5033
19 H -0.977 -3.237 1.718  0.1971
20 H -0.396 -3.338 0.124  0.3008
21 H -1.743 -3.815 -0.012  0.4058
22 H -2.361 -1.727 -0.380  0.2701
23 C 0.703 -1.016 -2.483  -0.5126
24 O 1.744 -0.204 -1.932  -0.5269
25 H -0.180 -0.402 -2.810  0.2420
26 H 0.294 -1.750 -1.812  0.1907
27 H 1.356 -1.661 -3.140  0.3505
28 H 2.416 -0.572 -1.604  0.2030
29 C 0.517 3.752 -0.264  -0.8032
30 O 0.063 2.676 -0.899  -0.4168
31 H 0.234 4.702 -0.872  0.2577
32 H 1.379 3.962 0.175  0.4520
33 H 0.013 3.799 0.632  0.2197
34 H -0.375 2.800 -1.811  0.2787

HOMO level ... -0.500 Ha
Energy above the lowest of the compared OMol25 structures with the same formula, charge and spin ... 6.0574 eV
Kohn-Sham gap ... 11.049 eV
Net charge ... +1
Calculated total energy ... -655.186225 hartree
LUMO level ... -2.552 eV

***

Computed, not measured: C24H48NO2P2Si2Ti as an isolated structure in a non-equilibrium geometry, with ωB97M-V/def2-TZVPD.

Each line ends with the Mulliken charge.
Element x y z (Å)
1 C 0.047 1.976 -4.100  -1.2267
2 C 0.387 1.288 -2.914  0.8228
3 N -0.532 1.310 -1.867  1.2944
4 C -1.703 1.973 -1.986  0.3881
5 C -2.074 2.581 -3.171  -0.8831
6 C -1.181 2.585 -4.245  -0.6034
7 C 1.570 0.539 -2.773  -1.5997
8 P 2.020 -0.328 -1.280  1.6696
9 Ti -0.179 0.101 -0.195  -3.2309
10 P -1.648 1.959 0.793  1.6828
11 C -2.598 2.023 -0.768  -1.3827
12 C 1.610 0.547 2.334  2.9688
13 C 2.452 -0.551 2.510  -0.6698
14 C 2.912 -0.862 3.801  -0.4706
15 C 2.633 0.005 4.865  -0.6353
16 C 1.965 1.216 4.630  -0.3102
17 C 1.499 1.512 3.338  -0.6904
18 O 4.709 3.568 -4.259  -0.6177
19 O 2.793 4.103 -0.514  -0.5432
20 H 0.783 1.970 -4.898  0.4912
21 H -3.049 3.058 -3.219  0.4841
22 H -1.459 3.072 -5.176  0.4160
23 C 2.442 -2.028 -1.804  -1.4016
24 C 3.586 0.438 -0.756  -1.0598
25 H -3.121 2.990 -0.716  0.6484
26 H -3.373 1.234 -0.784  0.3944
27 H 5.543 3.587 -3.821  0.2965
28 H 2.268 0.558 -3.614  0.2457
29 C -2.826 1.841 2.142  -1.6481
30 C -0.828 3.553 0.931  -1.2427
31 H 2.709 -1.185 1.657  0.4871
32 H 3.473 -1.788 3.965  0.3829
33 H 2.949 -0.258 5.878  0.3521
34 H 1.801 1.922 5.448  0.3990
35 H 1.042 2.483 3.124  0.2902
36 H -0.449 0.719 1.230  -0.2434
37 H 3.717 4.294 -0.282  0.2823
38 H 2.300 4.755 -0.041  0.2661
39 H 4.135 4.136 -3.721  0.3202
40 H 0.889 0.598 1.404  -0.7102
41 H 3.410 -2.022 -2.326  0.5215
42 H 2.507 -2.683 -0.921  0.3050
43 H 1.667 -2.421 -2.476  0.2492
44 H 4.391 0.123 -1.438  0.4738
45 H 3.477 1.531 -0.792  0.0436
46 H 3.829 0.140 0.272  0.3561
47 H -1.561 4.316 0.632  0.4961
48 H -0.530 3.718 1.977  0.4774
49 H 0.056 3.611 0.280  -0.0189
50 H -3.424 2.764 2.142  0.4819
51 H -3.484 0.970 2.009  0.3088
52 H -2.280 1.752 3.092  0.3979
53 C -1.480 -1.626 -3.064  -0.9004
54 Si -1.814 -2.421 -1.393  0.5616
55 C -3.660 -2.795 -1.329  -1.2470
56 C -0.866 -4.051 -1.387  -1.0996
57 C -1.464 -1.386 0.127  1.3962
58 Si -1.211 -2.256 1.777  0.1423
59 C 0.363 -3.279 1.840  -0.8247
60 C -1.201 -1.095 3.257  -0.8168
61 C -2.683 -3.406 2.052  -1.2168
62 H -1.908 -2.307 -3.818  0.5046
63 H -0.415 -1.503 -3.301  0.1482
64 H -1.973 -0.651 -3.189  0.2003
65 H -4.032 -2.930 -2.354  0.3716
66 H -3.877 -3.709 -0.762  0.3051
67 H -4.215 -1.965 -0.871  0.2918
68 H 0.222 -3.915 -1.367  0.1915
69 H -1.148 -4.701 -0.548  0.3102
70 H -1.118 -4.583 -2.317  0.3936
71 H -2.286 -0.639 0.259  -0.7873
72 H 1.194 -2.719 2.287  0.1830
73 H 0.177 -4.157 2.478  0.4835
74 H 0.689 -3.645 0.859  0.2039
75 H -2.125 -0.511 3.345  0.2068
76 H -0.353 -0.401 3.279  0.0288
77 H -1.118 -1.724 4.157  0.4795
78 H -2.576 -4.366 1.532  0.2990
79 H -2.769 -3.615 3.129  0.3729
80 H -3.621 -2.940 1.725  0.3129

HOMO level (alpha / beta) ... -0.206 / -0.221 Ha
2S+1 ... 2
Kohn-Sham gap (alpha / beta) ... 5.670 / 6.101 eV
Net charge ... 0
Calculated total energy ... -3259.593450 hartree
LUMO level (alpha / beta) ... 0.077 / 0.075 eV